No. 1
DFT (ωB97M-V with the def2-TZVPD basis set) results for a 10-piece molecular cluster, ClH18O9 overall.

XYZ file:
```
28
Properties=species:S:1:pos:R:3:lowdin_charge:R:1
Cl 0.143 -0.148 0.308 0.07
O 1.454 0.866 3.526 -0.08
H 2.363 1.087 3.297 0.03
H 1.062 0.595 2.684 -0.04
O 1.276 2.872 -0.791 -0.09
H 0.685 3.005 -1.539 0.02
H 0.869 2.140 -0.297 -0.06
O 1.195 0.888 -3.118 -0.07
H 1.272 0.373 -2.296 0.00
H 0.665 0.334 -3.702 0.03
O 3.387 0.009 0.151 -0.11
H 3.800 -0.210 -0.691 0.02
H 2.444 -0.223 0.037 -0.09
O -0.873 2.797 1.779 -0.09
H -0.536 2.563 2.653 0.02
H -0.856 1.961 1.287 -0.05
O 0.094 -3.551 0.217 -0.10
H 0.197 -2.598 0.062 -0.08
H 0.358 -3.667 1.136 0.03
O -1.958 0.984 -1.819 -0.11
H -1.520 0.858 -2.665 0.00
H -1.308 0.656 -1.156 -0.11
O -2.515 -1.900 2.264 -0.08
H -2.204 -2.700 1.824 0.02
H -2.118 -1.185 1.749 -0.01
O -2.736 -2.162 -1.465 -0.07
H -1.997 -1.700 -1.040 -0.02
H -2.645 -1.941 -2.396 0.02
```

Summary:
Charge: -1
2S+1: 1



No. 2
DFT (ωB97M-V with the def2-TZVPD basis set) results for one molecule with the formula C13H20.

XYZ file:
```
33
Properties=species:S:1:pos:R:3:lowdin_charge:R:1
C -2.925 -0.832 0.357 -0.11
C -1.724 -0.956 -0.578 -0.17
C -0.819 0.338 -0.395 -0.41
C -1.755 1.509 -0.547 -0.03
C 0.032 0.158 0.787 -0.21
C 0.382 -1.204 1.334 -0.07
C 1.228 -2.038 0.762 -0.10
C 1.896 -1.758 -0.536 -0.19
C 1.107 -0.942 -1.502 -0.13
C 0.532 0.334 -0.897 -0.21
C 1.407 1.559 -0.805 -0.11
C 1.827 1.762 0.697 -0.17
C 0.617 1.339 1.500 -0.15
H -3.725 -0.020 0.020 0.11
H -2.685 -0.520 1.298 0.03
H -3.426 -1.770 0.550 0.07
H -1.858 -1.272 -1.589 0.10
H -1.291 -1.936 -0.200 0.12
H -1.209 2.318 -0.958 0.06
H -2.275 1.812 0.395 0.11
H -2.447 1.403 -1.337 0.07
H -0.197 -1.613 2.161 0.11
H 1.255 -3.089 1.119 0.12
H 2.717 -1.095 -0.260 0.12
H 2.257 -2.693 -0.912 0.11
H 1.755 -0.423 -2.233 0.12
H 0.499 -1.696 -1.915 0.10
H 0.800 2.486 -1.109 0.12
H 2.364 1.599 -1.475 0.14
H 2.212 2.834 0.983 0.13
H 2.688 1.254 1.067 0.09
H 0.856 0.994 2.512 0.12
H -0.094 2.157 1.706 0.12
```

Summary:
Charge: 0
Structure (SMILES): CC[C@@]1(C)[C@@]23C=CCC[C@@]12CCC3
2S+1: 1



No. 3
DFT (ωB97M-V with the def2-TZVPD basis set) results for a 2-piece molecular cluster, C8H9N2P overall.

XYZ file:
```
20
Properties=species:S:1:pos:R:3:lowdin_charge:R:1
C -2.412 -0.487 -1.714 -0.11
C -2.992 0.750 -1.317 -0.10
C -1.190 -0.962 -1.269 -0.04
C -2.271 1.485 -0.481 -0.10
C -0.526 -0.091 -0.329 -0.15
C -1.079 1.183 0.095 -0.29
C 0.734 -0.170 0.364 -0.02
C 2.773 -1.194 0.344 -0.36
N -0.272 1.774 0.983 0.10
N 0.715 0.880 1.097 -0.06
P 3.669 -0.848 1.767 0.76
H -3.001 -1.052 -2.442 0.09
H -3.938 1.214 -1.584 0.11
H -0.729 -1.867 -1.699 0.11
H -2.666 2.506 -0.112 0.14
H 2.991 -0.498 -0.544 0.06
H 2.520 -2.163 0.016 0.00
H 1.433 1.101 1.676 0.07
H 3.103 -1.762 2.815 -0.04
H 3.139 0.200 2.335 -0.18
```

Summary:
Charge: 0
2S+1: 1



Sequential HOMO output: -7.34, -7.89, -7.83 eV